[1]
The following is a quantum chemistry calculation of a cluster of 2 separate species, C6H12Cl4O3P in total, from the OMol25 dataset.

Highest occupied orbital energy   -3.887 eV
Charge   -1
E   -2643.8082 Ha
LUMO energy   2.8 eV
2S+1   1

Last column: Mulliken charge in e.
Cartesian coordinates (Å):
1 C 1.327 2.540 -0.135  -1.249
2 C 0.445 1.490 0.540  0.291
3 Cl 1.465 0.264 1.379  -0.186
4 C -0.599 0.873 -0.413  0.180
5 Cl 0.306 -0.371 -1.506  -0.313
6 C -1.828 0.338 0.176  -1.159
7 P -3.119 1.443 0.395  0.856
8 O -4.305 1.031 1.168  -0.745
9 O -2.632 2.891 1.040  -0.563
10 O -3.521 1.967 -1.112  -0.593
11 H 0.895 3.533 0.010  0.280
12 H 2.336 2.539 0.274  0.400
13 H 1.387 2.352 -1.209  0.282
14 H -0.133 1.930 1.351  0.362
15 H -0.795 1.655 -1.158  0.250
16 H -1.605 -0.139 1.135  0.236
17 H -2.080 3.379 0.418  0.315
18 H -2.832 1.706 -1.736  0.358
19 Cl 3.024 -2.892 1.529  -0.210
20 C 1.637 -3.196 0.447  0.275
21 C 1.941 -4.240 -0.593  -0.468
22 Cl 3.153 -3.693 -1.786  -0.205
23 H 1.363 -2.241 0.004  -0.330
24 H 0.814 -3.540 1.071  0.294
25 H 1.031 -4.466 -1.147  0.303
26 H 2.325 -5.152 -0.142  0.339

[2]
The following is a quantum chemistry calculation of a cluster of 2 separate species, C6H13N3O in total, from the OMol25 dataset.

Highest occupied orbital energy (spin up / spin down)   -8.221 / -8.222 eV
E   -475.8027 Ha
LUMO energy (spin up / spin down)   -0.5 / -0.5 eV
ΔE to the lowest compared entry with this formula, charge and spin   430.9 kJ/mol
2S+1   1

Last column: Mulliken charge in e.
Cartesian coordinates (Å):
1 C 1.664 1.570 -0.181  -1.069
2 C 1.011 -0.156 -1.772  -1.103
3 C 1.235 -0.599 2.077  -1.370
4 N 1.144 0.248 -0.401  0.221
5 C 0.451 -0.719 0.790  0.607
6 O 0.138 -1.831 0.391  -0.577
7 H 1.030 2.159 0.484  0.370
8 H 2.649 1.494 0.294  0.263
9 H 1.768 2.142 -1.107  0.391
10 H 0.392 0.550 -2.340  0.325
11 H 0.585 -1.158 -1.798  0.336
12 H 2.001 -0.193 -2.245  0.386
13 H 2.265 -0.929 1.958  0.369
14 H 0.733 -1.197 2.838  0.345
15 H 1.249 0.435 2.412  0.366
16 C -2.566 -0.975 -0.781  -0.729
17 N -2.262 0.291 -0.139  -0.161
18 C -1.404 0.454 0.908  0.471
19 N -1.174 1.331 1.669  -0.544
20 H -2.989 0.995 -0.199  0.254
21 H -3.517 -1.377 -0.424  0.322
22 H -2.618 -0.836 -1.865  0.257
23 H -1.784 -1.699 -0.568  0.272

[3]
The following is a quantum chemistry calculation of a structure of composition C16H32Li6O12P2, from the OMol25 dataset.

Highest occupied orbital energy   -5.275 eV
E   -2260.2806 Ha
LUMO energy   -1.5 eV
ΔE to the lowest compared entry with this formula, charge and spin   237.7 kJ/mol
2S+1   1

Last column: Mulliken charge in e.
Cartesian coordinates (Å):
1 Li 21.209 -14.670 -16.830  1.283
2 Li 17.556 -14.911 -16.701  1.094
3 Li 19.439 -12.879 -17.700  0.844
4 Li 21.277 -18.066 -18.023  0.795
5 Li 19.373 -16.597 -15.526  0.757
6 Li 18.420 -18.170 -18.543  0.807
7 P 19.645 -16.193 -17.921  1.204
8 O 19.718 -14.721 -18.116  -0.609
9 O 19.970 -17.180 -19.071  -1.033
10 O 18.391 -16.805 -17.196  -1.100
11 O 20.794 -16.502 -16.903  -1.039
12 P 19.141 -13.430 -15.318  0.529
13 O 18.842 -14.912 -15.162  -0.893
14 O 18.000 -13.045 -16.336  -1.088
15 O 20.471 -13.140 -16.031  -0.616
16 O 18.986 -12.557 -14.098  -0.828
17 C 23.770 -18.109 -21.224  -0.555
18 C 24.737 -18.295 -20.085  -0.587
19 C 24.221 -17.293 -19.031  -0.243
20 O 22.807 -17.400 -19.143  -0.226
21 C 22.492 -17.553 -20.541  -0.349
22 H 23.507 -19.030 -21.742  0.301
23 H 24.068 -17.365 -21.962  0.285
24 H 25.807 -18.172 -20.239  0.407
25 H 24.571 -19.251 -19.581  0.236
26 H 24.544 -16.256 -19.170  0.047
27 H 24.558 -17.611 -18.045  0.222
28 H 22.116 -16.687 -21.087  0.201
29 H 21.672 -18.272 -20.559  0.267
30 C 13.178 -14.860 -17.601  -0.635
31 C 13.550 -16.166 -16.890  -0.586
32 C 15.014 -16.304 -17.312  -0.310
33 O 15.520 -14.984 -17.172  -0.391
34 C 14.509 -14.077 -17.618  -0.516
35 H 12.337 -14.355 -17.131  0.319
36 H 12.871 -15.104 -18.623  0.244
37 H 12.931 -17.000 -17.213  0.331
38 H 13.534 -15.993 -15.814  0.310
39 H 15.127 -16.687 -18.335  0.217
40 H 15.541 -16.996 -16.654  0.237
41 H 14.798 -13.783 -18.628  0.308
42 H 14.367 -13.252 -16.923  0.309
43 C 24.992 -13.986 -16.685  -0.139
44 C 25.239 -15.318 -15.988  -0.656
45 C 23.825 -15.776 -15.555  -0.185
46 O 22.968 -14.662 -15.795  -0.373
47 C 23.749 -13.495 -15.980  -0.112
48 H 24.789 -14.216 -17.737  -0.134
49 H 25.817 -13.281 -16.603  0.452
50 H 25.883 -15.160 -15.120  0.314
51 H 25.711 -16.090 -16.598  0.270
52 H 23.859 -16.072 -14.504  0.295
53 H 23.425 -16.613 -16.127  0.008
54 H 23.995 -13.027 -15.020  0.341
55 H 23.178 -12.768 -16.557  -0.196
56 C 22.688 -12.084 -20.487  -0.678
57 C 21.923 -10.812 -20.187  -0.527
58 C 21.739 -10.889 -18.685  -0.514
59 O 21.522 -12.289 -18.445  -0.146
60 C 22.078 -13.090 -19.483  0.429
61 H 23.770 -11.976 -20.374  0.312
62 H 22.543 -12.319 -21.546  0.372
63 H 20.937 -10.834 -20.659  0.246
64 H 22.502 -9.972 -20.573  0.360
65 H 20.901 -10.307 -18.311  0.325
66 H 22.650 -10.577 -18.163  0.206
67 H 21.276 -13.598 -20.020  0.144
68 H 22.862 -13.740 -19.091  -0.361

[4]
The following is a quantum chemistry calculation of a structure of composition C35H50BCl3F4N5O2RbS2Si3, from the OMol25 dataset.

Highest occupied orbital energy   -1.842 eV
Charge   -2
E   -5282.2594 Ha
LUMO energy   3.1 eV
ΔE to the lowest compared entry with this formula, charge and spin   0.0 kJ/mol
2S+1   1

Last column: Mulliken charge in e.
Cartesian coordinates (Å):
1 Rb -0.231 0.687 -0.528  0.799
2 C 0.088 -3.862 1.913  -1.112
3 Si -1.136 -3.578 0.486  0.199
4 C 0.005 -3.066 -0.941  -0.743
5 C -1.717 -5.340 0.041  -1.192
6 C -2.456 -2.414 0.871  1.656
7 Si -3.718 -1.948 -0.339  -0.155
8 C -3.389 -2.553 -2.106  -0.963
9 C -3.972 -0.075 -0.551  0.005
10 C -5.442 -2.666 0.057  -1.153
11 Si -2.689 -1.907 2.577  -0.454
12 C -3.129 -3.304 3.797  -1.237
13 C -4.002 -0.577 2.900  -1.033
14 C -1.147 -1.052 3.328  -0.168
15 C -0.517 -1.371 4.531  -0.263
16 C 0.563 -0.618 4.969  -0.508
17 C 0.988 0.454 4.202  -0.774
18 C 0.300 0.720 3.025  -0.656
19 N -0.722 -0.010 2.593  0.622
20 H 0.843 -4.596 1.614  0.380
21 H -0.400 -4.235 2.816  0.253
22 H 0.605 -2.937 2.176  0.183
23 H 0.676 -3.875 -1.245  0.360
24 H 0.627 -2.221 -0.632  -0.036
25 H -0.561 -2.753 -1.819  0.287
26 H -0.878 -6.007 -0.181  0.310
27 H -2.379 -5.329 -0.827  0.298
28 H -2.282 -5.763 0.877  0.257
29 H -2.552 -2.017 -2.558  0.102
30 H -4.266 -2.362 -2.731  0.345
31 H -3.172 -3.622 -2.148  0.206
32 H -3.229 0.337 -1.240  -0.346
33 H -3.873 0.449 0.401  -0.136
34 H -4.952 0.167 -0.973  0.460
35 H -5.398 -3.758 0.019  0.215
36 H -6.205 -2.329 -0.652  0.329
37 H -5.769 -2.390 1.062  0.315
38 H -4.089 -3.731 3.494  0.196
39 H -3.227 -2.955 4.830  0.326
40 H -2.394 -4.111 3.773  0.300
41 H -4.904 -0.713 2.302  0.245
42 H -3.596 0.414 2.683  0.099
43 H -4.291 -0.589 3.955  0.313
44 H -0.872 -2.215 5.109  0.383
45 H 1.067 -0.866 5.898  0.375
46 H 1.821 1.078 4.497  0.445
47 H 0.585 1.561 2.399  0.521
48 F -2.259 2.147 -2.886  -0.177
49 B -1.512 1.667 -3.979  0.290
50 F -0.510 2.626 -4.291  -0.320
51 F -2.326 1.464 -5.087  -0.331
52 F -0.886 0.462 -3.588  -0.403
53 Cl 5.255 9.847 -4.959  -0.253
54 C 4.489 8.437 -4.276  0.337
55 C 3.120 8.272 -4.399  -0.927
56 C 2.529 7.155 -3.835  -0.310
57 C 3.271 6.198 -3.150  -0.735
58 C 2.572 4.982 -2.566  1.494
59 C 2.515 3.853 -3.613  -1.588
60 N 2.739 2.543 -3.043  0.537
61 C 3.949 1.902 -2.897  -0.086
62 C 3.669 0.727 -2.266  -1.050
63 N 2.326 0.639 -1.998  -0.228
64 C 1.810 1.744 -2.475  -0.115
65 O 1.248 5.304 -2.192  -0.477
66 C 1.060 5.638 -0.802  1.163
67 C 2.007 6.687 -0.291  -0.357
68 C 1.863 8.032 -0.445  0.985
69 Cl 0.540 8.846 -1.178  -0.239
70 S 3.189 8.932 0.170  -0.268
71 C 3.952 7.492 0.709  -0.469
72 C 3.218 6.391 0.406  -0.607
73 C 4.645 6.391 -3.074  1.261
74 Cl 5.652 5.215 -2.275  -0.232
75 C 5.267 7.504 -3.618  -0.899
76 H 2.526 9.013 -4.915  0.413
77 H 1.458 7.018 -3.891  0.537
78 H 3.132 4.610 -1.703  -0.128
79 H 3.265 4.010 -4.390  0.473
80 H 1.525 3.868 -4.073  0.258
81 H 4.866 2.329 -3.261  0.434
82 H 4.352 -0.057 -1.983  0.415
83 H 0.772 2.023 -2.458  -0.040
84 H 1.149 4.714 -0.214  -1.363
85 H 0.031 5.992 -0.737  0.865
86 H 4.894 7.544 1.228  0.464
87 H 3.506 5.382 0.668  0.368
88 H 6.335 7.635 -3.526  0.444
89 C -4.596 3.882 1.505  -0.976
90 N -3.256 3.866 0.974  0.243
91 C -2.933 3.885 -0.375  -1.509
92 C -1.591 3.794 -0.453  -0.541
93 N -1.105 3.706 0.836  0.878
94 C -2.118 3.763 1.723  -0.006
95 S -2.021 3.741 3.412  -0.481
96 H -5.066 4.855 1.346  0.326
97 H -4.528 3.685 2.573  0.287
98 H -5.192 3.106 1.023  0.324
99 H -3.680 3.913 -1.146  0.519
100 H -0.943 3.766 -1.311  0.970
101 H -0.070 3.471 1.003  -0.169
102 C 2.553 2.745 1.016  -1.204
103 O 1.272 2.859 0.541  -0.398
104 H 3.320 2.990 0.246  0.112
105 H 2.812 1.723 1.356  0.217
106 H 2.766 3.408 1.882  0.413

> Look up the E of the third one.

-2260.2806 Ha

> Which formula does entry 1 have?

C6H12Cl4O3P